{"formula": "C2H9N3O", "method": "ωB97M-V/def2-TZVPD", "e_homo_ev": -8.93, "smiles": "[H]/N=C/N.NCO", "e_above_lowest_kj_mol": 324.6, "lumo_energy_ev": 0.60, "homo_lumo_gap_ev": 9.53, "total_energy_ha": -321.008097, "species": ["H", "N", "C", "N", "H", "H", "H", "N", "C", "O", "H", "H", "H", "H", "H"], "coordinates": [[0.443069, -1.557596, 2.139147], [1.208769, -1.259109, 2.736843], [1.495066, -0.052529, 2.677579], [1.935824, 0.830229, 3.650419], [1.624390, 0.466937, 1.797758], [2.610917, 1.657433, 3.536120], [1.310810, 0.533180, 4.398244], [-2.025283, 0.519312, -1.823328], [-1.208810, -0.004767, -2.877613], [-1.363321, -1.439744, -3.072090], [-1.729251, 1.453834, -1.636438], [-1.804200, 0.086755, -0.883496], [-0.106938, 0.124028, -2.758352], [-1.251401, 0.373404, -3.905873], [-1.139641, -1.731366, -3.978920]], "forces_ev_per_angstrom": [[1.0, -0.1, -0.8], [-1.9, -1.4, 2.6], [2.4, 2.4, -1.1], [-0.2, -1.1, 0.7], [-0.5, 1.0, -3.1], [-2.2, -2.1, 0.4], [1.4, 1.3, 1.3], [-0.1, -1.0, 1.1], [2.8, -1.8, -1.7], [-0.5, 0.1, 0.5], [0.0, 1.0, -0.3], [-0.2, -0.1, -1.7], [-0.3, 0.1, 0.9], [-1.4, 1.0, 0.5], [-0.2, 0.7, 0.8]]}

=====

{"formula": "C38H36BrN5O5RuSbSe4", "method": "ωB97M-V/def2-TZVPD", "e_homo_ev": [-2.10, -2.23], "total_charge": -2, "multiplicity": 2, "e_above_lowest_kj_mol": 162.9, "lumo_energy_ev": [3.50, 3.13], "homo_lumo_gap_ev": [5.61, 5.36], "s2": 0.7708, "total_energy_ha": -14634.565380, "species": ["Ru", "O", "C", "C", "C", "C", "C", "C", "C", "O", "N", "N", "C", "C", "Br", "C", "C", "C", "C", "C", "C", "C", "H", "H", "H", "H", "H", "H", "H", "H", "H", "H", "H", "H", "H", "H", "C", "O", "C", "C", "C", "C", "C", "C", "N", "C", "N", "C", "C", "C", "C", "C", "C", "O", "C", "N", "C", "C", "C", "C", "C", "C", "O", "C", "H", "H", "H", "H", "H", "H", "H", "H", "H", "H", "H", "H", "H", "H", "H", "H", "H", "H", "H", "H", "H", "H", "Se", "Sb", "Se", "Se", "Se"], "coordinates": [[0.101253, 0.255941, 0.522031], [-2.480888, -2.886808, -0.637559], [-1.698395, -3.872708, -1.131768], [-2.270190, -5.131563, -1.319997], [-1.524689, -6.172699, -1.840652], [-0.193461, -5.973740, -2.183903], [0.374180, -4.724439, -1.988753], [-0.350781, -3.663848, -1.456076], [0.293197, -2.300002, -1.285363], [-0.468404, -1.512601, -0.486954], [1.713291, -2.459777, -0.787919], [2.255694, -1.413915, -0.115397], [1.558994, -1.182377, 1.114183], [1.754069, -0.023908, 1.834107], [0.123355, 2.583613, 1.601874], [2.400901, 0.580682, 2.813935], [3.566810, -0.013853, 3.480104], [3.952956, 0.452347, 4.738790], [5.036938, -0.097064, 5.405801], [5.766846, -1.121606, 4.821866], [5.404079, -1.581864, 3.561135], [4.322112, -1.034970, 2.894056], [-1.860410, -2.107963, -0.538639], [-3.311736, -5.257959, -1.052126], [-1.987204, -7.142424, -1.984828], [0.397145, -6.778602, -2.601691], [1.408344, -4.562169, -2.264929], [0.444634, -1.843238, -2.287820], [2.312040, -2.629318, -1.599336], [1.047097, -2.022703, 1.550213], [2.077794, 1.559875, 3.147963], [3.383686, 1.255510, 5.193017], [5.312720, 0.277545, 6.384842], [6.616866, -1.552167, 5.337683], [5.978183, -2.368379, 3.086559], [4.060731, -1.377304, 1.900637], [-5.925906, -3.084288, 5.030274], [-5.228945, -2.299494, 4.094151], [-5.416914, -0.941900, 4.131906], [-6.321847, -0.290332, 4.947152], [-6.407059, 1.101459, 4.918797], [-5.570344, 1.820299, 4.089460], [-4.652268, 1.169645, 3.274171], [-4.576660, -0.216712, 3.265595], [-3.705703, -0.946894, 2.469209], [-2.738451, -0.327539, 1.654021], [-3.306707, 0.377393, 0.671927], [-2.738842, 1.110467, -0.385229], [-1.370242, 1.217864, -0.605595], [-1.025609, 2.074324, -1.664200], [-1.946229, 2.715497, -2.472100], [-3.306553, 2.559190, -2.236869], [-3.689150, 1.766845, -1.178742], [-5.040344, 1.603369, -0.856085], [-5.551104, 2.683289, -0.090767], [-1.464490, -0.497569, 1.835091], [-1.167477, -1.476539, 2.843076], [-0.879987, -2.774184, 2.415574], [-0.651972, -3.809683, 3.306168], [-0.731719, -3.565864, 4.669066], [-1.048317, -2.293228, 5.111207], [-1.276120, -1.250877, 4.218888], [-1.723032, -0.069200, 4.745817], [-0.816222, 1.023357, 4.578123], [-5.598383, -4.109010, 4.870861], [-7.008468, -3.022464, 4.877986], [-5.689237, -2.781991, 6.055380], [-6.963371, -0.854551, 5.608469], [-7.119106, 1.606771, 5.557669], [-5.609059, 2.901787, 4.076094], [-3.975075, 1.740081, 2.652786], [-3.448341, -1.852824, 2.832841], [-4.310248, 0.274711, 0.603053], [0.027120, 2.251298, -1.861659], [-1.604932, 3.339372, -3.288503], [-4.061881, 3.036499, -2.848276], [-5.878266, 3.500163, -0.741947], [-4.791711, 3.066028, 0.596388], [-6.402602, 2.311973, 0.481670], [-0.848061, -2.944504, 1.347504], [-0.419877, -4.795665, 2.925895], [-0.556184, -4.358786, 5.385292], [-1.143511, -2.067814, 6.165634], [-1.345585, 1.915316, 4.907054], [-0.516283, 1.143170, 3.536871], [0.072364, 0.863875, 5.198401], [2.463622, 1.375765, -5.370751], [3.533306, 0.078670, -3.699974], [1.822950, 0.420990, -1.172669], [3.909428, 1.501551, -1.083033], [3.469029, -2.319029, -3.988957]], "forces_ev_per_angstrom": [[-0.9, 0.5, 1.3], [-0.4, -0.5, -0.1], [-0.2, 0.2, 0.1], [0.0, 0.0, 0.0], [0.0, 0.0, 0.0], [0.0, 0.0, 0.0], [0.0, 0.0, 0.0], [0.2, -0.1, -0.1], [0.5, 0.3, -0.4], [0.1, 0.3, 0.3], [-0.2, -0.7, -0.2], [0.3, 0.5, -0.5], [0.1, 0.6, -0.1], [-0.3, -0.4, -0.1], [0.0, 0.3, -0.2], [0.0, -0.1, -0.2], [0.1, 0.0, 0.1], [0.0, 0.0, -0.1], [0.0, 0.0, 0.0], [0.0, 0.0, 0.0], [0.0, 0.0, 0.0], [0.0, 0.0, 0.0], [0.2, 0.2, 0.1], [0.0, 0.0, 0.0], [0.0, 0.0, 0.0], [0.0, 0.0, 0.0], [0.0, 0.0, 0.0], [-0.2, 0.0, 0.0], [0.0, -0.1, 0.2], [0.3, -0.3, -0.1], [0.0, 0.0, 0.0], [0.0, 0.0, 0.0], [0.0, 0.0, 0.0], [0.0, 0.0, 0.0], [0.0, 0.0, 0.0], [0.0, 0.0, 0.0], [0.0, 0.0, 0.0], [0.0, 0.1, -0.1], [0.1, -0.1, 0.0], [0.0, 0.0, 0.0], [0.0, 0.0, 0.0], [0.0, 0.0, 0.0], [0.0, 0.0, 0.0], [-0.1, 0.0, 0.1], [0.1, -0.1, -0.1], [0.1, -0.1, 0.0], [-0.1, -0.1, 0.0], [0.0, 0.2, 0.0], [0.0, 0.0, -0.5], [0.1, -0.1, 0.0], [0.0, 0.1, -0.1], [-0.1, 0.0, 0.0], [0.0, 0.0, 0.0], [0.1, -0.1, 0.0], [0.0, 0.0, 0.0], [-0.1, 0.0, 0.3], [0.0, -0.2, -0.1], [0.0, 0.1, -0.1], [0.0, 0.0, 0.1], [0.0, 0.0, 0.0], [0.0, 0.1, 0.1], [0.0, 0.0, 0.1], [0.0, -0.1, -0.1], [0.1, 0.0, -0.1], [0.0, 0.0, 0.0], [0.0, 0.0, 0.0], [0.0, 0.0, 0.0], [0.0, 0.0, 0.0], [0.0, 0.0, 0.0], [0.0, 0.0, 0.0], [0.0, 0.0, 0.0], [0.0, 0.0, 0.0], [0.1, 0.0, 0.0], [-0.1, 0.0, 0.0], [0.0, 0.0, 0.0], [0.0, 0.0, 0.0], [0.0, 0.0, 0.0], [0.0, 0.0, 0.0], [0.0, 0.0, 0.0], [0.0, 0.0, 0.0], [0.0, 0.0, 0.0], [0.0, 0.0, 0.0], [0.0, 0.0, 0.0], [0.0, 0.0, 0.0], [0.0, 0.0, 0.1], [0.0, 0.0, 0.0], [-0.2, 0.1, -0.2], [0.5, 0.0, 0.1], [0.5, -0.4, 0.3], [-0.5, -0.3, 0.0], [-0.1, -0.1, 0.1]]}